# C43H68CaGeN6O2P3S

C43H68CaGeN6O2P3S as an isolated structure (ωB97M-V with the def2-TZVPD basis set, OMol25).

Each line ends with the Mulliken charge.
Positions of all 125 atoms, in Å:
Ca1 0.30584 -0.00116 -1.44328  1.197
C1 -2.60859 3.39514 0.20760  -1.703
C2 -1.31057 3.32926 1.01808  0.553
C3 -1.04998 4.69295 1.65749  -1.364
P1 0.06796 2.68581 -0.04475  1.316
C4 1.46797 2.51506 1.19595  -1.686
N1 1.22169 1.43401 2.12793  -0.109
Ge1 0.89500 -0.32854 1.43587  0.830
N2 2.46241 -1.36816 1.70812  0.667
C5 3.34047 -1.70203 0.61042  -1.715
P2 2.36949 -2.12530 -0.91450  0.356
C6 3.75482 -2.41218 -2.11804  0.601
C7 4.64364 -3.62684 -1.85676  -1.651
C8 3.23739 -2.41127 -3.55971  -1.107
C9 1.57159 -3.72328 -0.41701  2.448
C10 2.36973 -4.69933 0.44551  -1.697
C11 0.96771 -4.41954 -1.63845  -1.564
C12 2.87254 -1.49626 3.01866  0.041
C13 4.14041 -1.89439 3.44335  -0.589
C14 4.42299 -1.98841 4.79808  -0.921
C15 3.46468 -1.67033 5.74676  -1.011
C16 2.20486 -1.26035 5.33620  0.117
C17 1.90609 -1.19242 3.98680  -0.126
N3 0.57798 -0.75467 3.48399  1.184
C18 0.24390 0.54888 4.09141  0.795
C19 -0.41072 0.65354 5.30443  -0.044
C20 -0.54312 1.89478 5.91000  -1.381
C21 0.03077 2.99936 5.30135  -0.835
C22 0.66264 2.89527 4.06966  -1.282
C23 0.73023 1.66990 3.40222  0.503
C24 -0.49506 -1.72159 3.65756  -0.175
C25 -0.38215 -2.82924 4.46085  -0.486
C26 -1.49006 -3.65380 4.67732  -1.202
C27 -2.71999 -3.35112 4.09594  -0.729
C28 -2.83366 -2.27981 3.24341  -1.166
C29 -1.71615 -1.45436 2.94683  1.112
N4 -1.66976 -0.47412 2.05061  0.176
C30 -2.76698 -0.20143 1.16610  -1.363
P3 -2.49110 -0.83955 -0.57283  0.807
C31 -3.17260 -2.56428 -0.64698  0.467
C32 -4.62012 -2.75138 -0.19571  -1.559
C33 -2.24278 -3.55632 0.05371  -1.368
C34 -3.67339 0.20028 -1.56501  1.180
C35 -4.93817 0.69696 -0.86994  -1.419
C36 -3.98669 -0.49675 -2.89177  -1.824
C37 0.45534 4.15924 -1.12573  0.816
C38 0.29077 3.81845 -2.60756  -1.414
C39 1.79911 4.82477 -0.83881  -1.573
H1 -3.45761 3.58056 0.86929  0.513
H2 -2.80348 2.47863 -0.35286  0.274
H3 -2.57780 4.21876 -0.51173  0.335
H4 -1.40646 2.57871 1.81044  -0.123
H5 -0.98103 5.48074 0.90316  0.304
H6 -0.14692 4.71972 2.26140  0.237
H7 -1.88605 4.95042 2.31156  0.432
H8 1.63377 3.45435 1.71703  0.693
H9 2.38830 2.33332 0.63241  0.025
H10 3.95400 -2.56918 0.86267  0.659
H11 4.04038 -0.89318 0.35136  0.260
H12 4.36078 -1.50959 -1.98754  0.405
H13 4.11277 -4.55298 -2.08662  0.282
H14 4.98874 -3.67936 -0.82309  0.317
H15 5.52580 -3.58933 -2.49903  0.504
H16 2.59549 -3.27086 -3.76025  0.271
H17 4.07511 -2.45911 -4.25855  0.491
H18 2.67263 -1.50002 -3.77696  -0.102
H19 0.75399 -3.35153 0.21140  -1.223
H20 3.19971 -5.14750 -0.09889  0.246
H21 1.71048 -5.51117 0.76383  0.509
H22 2.75909 -4.22900 1.35069  0.280
H23 1.74698 -4.84659 -2.27315  0.349
H24 0.37061 -3.73730 -2.25110  0.366
H25 0.31937 -5.24097 -1.32523  0.459
H26 4.91529 -2.11196 2.71984  0.468
H27 5.41186 -2.29757 5.11283  0.436
H28 3.69769 -1.72471 6.80225  0.472
H29 1.46314 -0.98607 6.07640  0.535
H30 -0.81143 -0.23419 5.78395  0.603
H31 -1.05304 1.98765 6.85973  0.452
H32 -0.01124 3.96620 5.78816  0.470
H33 1.11890 3.77977 3.64702  0.753
H34 0.55462 -3.05937 4.95053  0.628
H35 -1.39264 -4.51296 5.32864  0.469
H36 -3.58389 -3.96856 4.30816  0.490
H37 -3.78928 -2.06643 2.78402  0.383
H38 -2.81175 0.88481 1.03329  -0.291
H39 -3.74644 -0.51692 1.53162  0.981
H40 -3.11978 -2.77430 -1.71945  0.601
H41 -4.78302 -2.38203 0.81971  0.201
H42 -4.86519 -3.81514 -0.19388  0.480
H43 -5.33099 -2.25365 -0.85155  0.284
H44 -2.30334 -3.47253 1.13867  0.055
H45 -1.20268 -3.40747 -0.24174  -0.064
H46 -2.52786 -4.57616 -0.21301  0.690
H47 -3.06632 1.07880 -1.81614  -0.214
H48 -5.61590 -0.11628 -0.61598  0.223
H49 -5.47294 1.37054 -1.54369  0.497
H50 -4.72316 1.25486 0.04346  0.307
H51 -4.65695 -1.34853 -2.75753  0.300
H52 -3.08119 -0.85243 -3.39049  0.400
H53 -4.47889 0.20567 -3.56616  0.499
H54 -0.33139 4.87516 -0.87859  0.229
H55 1.05029 3.11265 -2.95264  0.141
H56 0.38788 4.72728 -3.20799  0.643
H57 -0.69015 3.38425 -2.81934  0.159
H58 2.63664 4.14773 -1.03341  0.270
H59 1.87719 5.16506 0.19447  0.369
H60 1.93151 5.69460 -1.48440  0.424
O1 2.33858 1.07146 -2.21573  -0.486
H61 2.25628 1.05790 -3.17974  0.202
H62 3.08158 1.64758 -2.00954  0.207
O2 0.19740 -0.00645 -3.77614  -0.117
H63 -0.44567 0.60683 -4.23184  -0.312
H64 0.37074 -0.73258 -4.38701  0.100
S1 -2.01249 1.66978 -5.07822  -0.582
C40 -1.02296 2.70088 -5.95532  0.292
N5 -1.60177 3.53567 -6.88032  -0.020
C41 -0.90103 4.39896 -7.64602  -0.045
C42 0.44817 4.46070 -7.50446  -0.773
C43 1.00975 3.59841 -6.54911  0.104
N6 0.32044 2.75776 -5.80431  -0.292
H65 -2.60500 3.46975 -6.97443  0.253
H66 -1.47278 4.99908 -8.33975  0.420
H67 1.05346 5.13018 -8.09544  0.418
H68 2.08473 3.60331 -6.39496  0.420

Output
Expectation value of S²: 0.80
Relative energy (zero: lowest compared OMol25 entry of this formula, charge and spin) (kcal/mol): 4.9
2S+1: 2
Gap between HOMO and LUMO (alpha / beta) (eV): 6.70 / 5.41
Charge: +2
Maximum force (Eh/bohr): 0.006
HOMO energy (alpha / beta) (Ha): -0.4206 / -0.4208
E (eV): -172378.3311

---

# C31H42BInN9SeSi

C31H42BInN9SeSi as an isolated structure (ωB97M-V with the def2-TZVPD basis set, OMol25).

Each line ends with the Mulliken charge.
Positions of all 86 atoms, in Å:
In1 -0.40862 0.28086 -0.59346  0.819
C1 0.97208 2.99538 2.22807  -0.807
C2 -0.44062 3.34459 1.75876  0.345
C3 -1.47478 2.33240 2.24244  -1.128
C4 -0.47612 3.51357 0.27003  0.007
C5 -0.48040 4.70871 -0.44851  -1.692
C6 -0.52346 4.33436 -1.77418  -0.067
N1 -0.55451 3.00091 -1.84854  0.260
N2 -0.52741 2.48433 -0.58406  0.446
B1 -0.57285 2.15368 -3.15628  -0.279
N3 0.74903 1.36668 -3.22202  0.350
C7 1.77737 1.53731 -4.06016  -0.552
C8 2.88558 0.90858 -3.53447  -1.367
C9 2.45956 0.36181 -2.32007  -0.769
N4 1.16262 0.64874 -2.14865  0.356
C10 3.26247 -0.36400 -1.27882  3.520
C11 4.69508 -0.59693 -1.74665  -2.221
C12 3.23862 0.39373 0.05100  -1.103
N5 -1.79077 1.20780 -3.11627  0.343
C13 -2.75501 1.05612 -4.03044  -0.586
C14 -3.75701 0.27970 -3.49103  -1.338
C15 -3.33603 -0.01520 -2.18854  -0.565
N6 -2.14358 0.55341 -1.98155  0.251
C16 -4.07439 -0.79517 -1.13176  2.181
C17 -5.58097 -0.75827 -1.40007  -1.945
C18 -3.79998 -0.28177 0.28082  -1.299
H1 1.00995 2.95044 3.31771  0.437
H2 1.69316 3.73813 1.88647  0.449
H3 1.27263 2.01904 1.84574  -0.334
H4 -0.70470 4.32028 2.17429  0.517
H5 -1.25989 1.31893 1.89446  -0.150
H6 -2.47770 2.60222 1.90958  0.391
H7 -1.47434 2.28959 3.33403  0.482
H8 -0.46623 5.70643 -0.04748  0.539
H9 -0.54960 4.92698 -2.67265  0.509
H10 -0.65836 2.88649 -4.09526  -0.110
H11 1.65134 2.10143 -4.96858  0.515
H12 3.86590 0.84576 -3.97015  0.605
H13 2.80374 -1.33920 -1.11203  -1.336
H14 5.22259 0.34756 -1.89441  0.442
H15 4.72225 -1.15838 -2.68099  0.469
H16 5.23769 -1.17126 -0.99612  0.439
H17 3.66688 1.39234 -0.05828  0.467
H18 3.81394 -0.15265 0.79939  0.422
H19 2.22136 0.50251 0.43737  -0.238
H20 -2.67137 1.52806 -4.99456  0.532
H21 -4.67630 -0.00833 -3.96603  0.481
H22 -3.75653 -1.84357 -1.19750  -0.077
H23 -5.94993 0.26789 -1.36738  0.408
H24 -6.10645 -1.33408 -0.63892  0.453
H25 -5.83635 -1.18372 -2.36892  0.414
H26 -4.10422 0.76276 0.37370  0.419
H27 -2.75932 -0.37305 0.59613  -0.126
H28 -4.38498 -0.86311 0.99613  0.471
Se1 -2.85920 -0.78519 4.40920  0.279
N7 -1.86300 -0.27466 5.77400  -0.839
C19 -0.63621 -0.14159 5.31116  0.519
C20 0.50384 0.23480 6.08482  -0.630
C21 1.68759 0.31679 5.43643  -0.891
C22 1.75874 0.04690 4.02841  -0.005
N8 0.75937 -0.29192 3.27285  0.284
C23 -0.45180 -0.40882 3.90169  0.208
N9 -1.53510 -0.76769 3.24112  -0.122
H29 0.39391 0.43367 7.14195  0.491
H30 2.59596 0.58720 5.95633  0.429
H31 2.72177 0.14301 3.53395  0.377
C24 -0.97570 -2.66220 -2.06241  -1.345
Si1 -0.43873 -2.28636 -0.30315  0.750
C25 -1.60199 -3.03748 0.94020  -1.147
C26 1.28527 -2.95864 -0.04697  0.119
C27 1.89029 -3.75081 -1.02714  -0.444
C28 3.17835 -4.23875 -0.85515  -0.651
C29 3.88411 -3.94047 0.30128  -0.656
C30 3.29212 -3.16708 1.29154  -0.554
C31 2.00378 -2.68378 1.11964  0.065
H32 -1.07136 -3.74477 -2.17762  0.564
H33 -0.24680 -2.30417 -2.79280  0.348
H34 -1.93934 -2.21583 -2.30852  0.241
H35 -1.55750 -4.11589 0.76155  0.541
H36 -2.63797 -2.71541 0.84260  0.288
H37 -1.27126 -2.84236 1.95760  0.246
H38 1.36165 -3.98554 -1.94268  0.330
H39 3.63064 -4.85140 -1.62387  0.441
H40 4.89051 -4.31541 0.43406  0.424
H41 3.83716 -2.94421 2.20033  0.496
H42 1.55977 -2.06278 1.88823  0.190

Output
Gap between HOMO and LUMO (eV): 7.91
Charge: +1
Maximum force (Eh/bohr): 0.004
HOMO energy (Ha): -0.4175
E (eV): -125312.3459

---

# C6H9NO

A 2-piece molecular cluster, C6H9NO overall at a distorted geometry (ωB97M-V with the def2-TZVPD basis set, OMol25).

Each line ends with the Mulliken charge.
Positions of all 17 atoms, in Å:
N1 0.57017 -1.83517 1.12825  -0.487
C1 0.15064 -1.00053 0.11672  0.988
C2 -1.01980 -0.25518 0.19376  -0.589
C3 -1.41748 0.59816 -0.83732  -0.168
C4 -0.66129 0.76234 -1.98448  -0.885
C5 0.52400 0.00986 -2.01286  -0.115
C6 0.93925 -0.87068 -1.05850  -0.752
H1 1.15743 -2.61286 0.90797  0.186
H2 0.09219 -1.88218 2.00820  0.177
H3 -1.62019 -0.30895 1.09424  0.291
H4 -2.38315 1.05238 -0.64521  0.323
H5 -0.88987 1.41735 -2.80803  0.410
H6 1.15641 0.09086 -2.89334  0.302
H7 1.84305 -1.45593 -1.13899  0.323
H8 0.21601 1.69902 3.23326  0.309
H9 0.92191 2.10886 1.97277  0.324
O1 0.42072 2.48264 2.72356  -0.638

Output
SMILES: Nc1ccccc1.O
Relative energy (zero: lowest compared OMol25 entry of this formula, charge and spin) (kcal/mol): 2.7
Gap between HOMO and LUMO (eV): 8.84
Charge: 0
Maximum force (Eh/bohr): 0.035
HOMO energy (Ha): -0.2966
E (eV): -9905.4887

---

# C3H9NO2

A 2-piece molecular cluster, C3H9NO2 overall at a distorted geometry (ωB97M-V with the def2-TZVPD basis set, OMol25).

Each line ends with the Mulliken charge.
Positions of all 15 atoms, in Å:
C1 0.17474 0.59914 1.11799  -0.648
C2 0.09142 2.07474 0.74390  0.460
O1 1.06144 2.77431 0.60389  -0.545
N1 -1.23028 2.67260 0.67568  -0.389
H1 0.31251 0.40323 2.19003  0.275
H2 1.00816 0.28630 0.50305  0.226
H3 -1.41813 3.61934 0.48342  0.212
H4 -2.10380 2.16948 0.48189  0.208
H5 -0.70566 -0.09697 0.59402  0.200
C3 0.11086 -2.23276 -1.10217  -0.364
O2 1.18846 -2.87442 -1.81872  -0.527
H6 2.04982 -2.84921 -1.33204  0.299
H7 0.46779 -2.07803 -0.09243  0.199
H8 -0.35297 -1.35905 -1.75508  0.174
H9 -0.65438 -3.10870 -1.29344  0.221

Output
SMILES: CC(N)=O.CO
Relative energy (zero: lowest compared OMol25 entry of this formula, charge and spin) (kcal/mol): 53.9
Gap between HOMO and LUMO (eV): 10.77
Charge: 0
Maximum force (Eh/bohr): 0.081
HOMO energy (Ha): -0.3706
E (eV): -8840.6164